Entry 1:
286
Properties=species:S:1:pos:R:3 method="wB97M-V/def2-TZVPD" homo_ev=-7.978 e_lumo_ev=0.294
C -4.262 -9.480 9.568
C -3.846 -9.020 8.142
N -4.867 -9.071 7.096
C -4.307 -8.499 5.881
C -5.310 -8.246 4.756
C -5.500 -10.370 6.946
C -4.823 -11.530 6.220
H -5.242 -9.065 9.804
H -3.596 -9.218 10.390
H -4.336 -10.564 9.652
H -3.495 -7.988 8.153
H -2.958 -9.589 7.866
H -3.912 -7.504 6.086
H -3.402 -9.002 5.541
H -5.914 -7.383 5.039
H -4.795 -7.886 3.866
H -5.941 -9.072 4.429
H -6.517 -10.237 6.576
H -5.713 -10.751 7.945
H -3.820 -11.609 6.638
H -4.856 -11.331 5.148
H -5.368 -12.452 6.420
C 1.314 1.078 1.057
C 0.832 1.175 -0.395
N -0.508 0.497 -0.489
C -0.404 -0.945 -0.589
C -1.593 -1.742 -0.070
C -1.430 1.050 -1.496
C -1.905 2.403 -1.035
H 2.351 1.398 1.153
H 1.305 0.042 1.395
H 0.651 1.686 1.673
H 0.813 2.228 -0.675
H 1.529 0.701 -1.086
H -0.260 -1.257 -1.623
H 0.459 -1.308 -0.031
H -1.319 -2.797 -0.042
H -1.901 -1.336 0.893
H -2.460 -1.656 -0.726
H -2.306 0.422 -1.658
H -0.969 1.078 -2.484
H -2.322 2.409 -0.028
H -2.688 2.815 -1.671
H -1.121 3.160 -1.001
C -6.895 7.367 -1.560
C -5.718 8.326 -1.390
N -4.918 8.461 -2.589
C -3.665 9.196 -2.278
C -2.621 8.846 -3.386
C -5.597 8.766 -3.872
C -6.255 10.108 -3.938
H -7.329 7.007 -0.627
H -6.541 6.459 -2.048
H -7.659 7.773 -2.223
H -6.122 9.292 -1.088
H -5.144 7.914 -0.560
H -3.823 10.274 -2.266
H -3.209 8.945 -1.320
H -1.601 9.190 -3.216
H -2.626 7.771 -3.568
H -2.841 9.335 -4.336
H -6.440 8.082 -3.971
H -4.945 8.589 -4.728
H -6.817 10.272 -3.019
H -6.894 10.221 -4.814
H -5.479 10.867 -4.029
C 9.874 -4.789 -3.274
C 9.850 -3.231 -2.932
N 9.543 -2.874 -1.555
C 8.258 -3.348 -1.009
C 7.179 -3.061 -2.056
C 10.645 -3.236 -0.679
C 11.986 -2.582 -1.128
H 10.619 -5.370 -2.730
H 9.949 -4.936 -4.351
H 8.909 -5.209 -2.992
H 10.760 -2.748 -3.289
H 9.131 -2.795 -3.625
H 8.042 -2.851 -0.064
H 8.271 -4.419 -0.805
H 7.316 -2.231 -2.749
H 6.235 -2.847 -1.555
H 6.998 -3.928 -2.691
H 10.421 -3.040 0.370
H 10.801 -4.311 -0.769
H 12.006 -1.501 -1.265
H 12.767 -2.754 -0.387
H 12.368 -3.086 -2.016
C 5.173 4.660 7.857
C 6.371 5.301 8.509
N 5.964 6.246 9.533
C 5.348 7.443 8.969
C 6.179 8.240 7.959
C 7.065 6.542 10.496
C 6.580 7.203 11.788
H 5.430 4.149 6.930
H 4.324 5.261 7.530
H 4.804 3.873 8.515
H 6.958 4.505 8.967
H 7.002 5.762 7.749
H 4.347 7.245 8.586
H 5.110 8.017 9.865
H 5.618 9.117 7.636
H 7.159 8.483 8.369
H 6.386 7.726 7.021
H 7.861 7.093 9.995
H 7.471 5.573 10.789
H 5.720 6.630 12.134
H 6.190 8.217 11.700
H 7.379 7.270 12.526
C 12.532 5.261 -0.516
C 11.123 5.932 -0.320
N 10.150 5.064 0.344
C 9.751 3.872 -0.401
C 9.022 4.266 -1.694
C 10.471 4.628 1.680
C 10.680 5.823 2.615
H 12.445 4.311 -1.044
H 12.973 5.090 0.467
H 13.192 5.839 -1.163
H 11.285 6.864 0.222
H 10.727 6.216 -1.295
H 10.597 3.192 -0.500
H 9.034 3.307 0.194
H 9.634 4.852 -2.380
H 8.713 3.375 -2.242
H 8.181 4.934 -1.514
H 11.336 3.966 1.700
H 9.639 3.984 1.965
H 11.647 6.272 2.388
H 10.722 5.471 3.645
H 9.828 6.503 2.611
C -8.955 -0.418 -1.902
C -8.502 -1.846 -1.585
N -9.549 -2.864 -1.392
C -10.293 -3.237 -2.656
C -9.438 -3.589 -3.919
C -10.404 -2.434 -0.296
C -11.212 -3.615 0.246
H -9.546 -0.430 -2.818
H -8.070 0.185 -2.104
H -9.610 0.028 -1.152
H -7.764 -2.126 -2.337
H -7.989 -1.825 -0.623
H -10.791 -4.173 -2.403
H -11.021 -2.453 -2.864
H -10.003 -3.862 -4.811
H -8.849 -2.737 -4.256
H -8.703 -4.377 -3.755
H -11.097 -1.628 -0.535
H -9.777 -2.026 0.497
H -12.028 -3.902 -0.418
H -11.739 -3.387 1.172
H -10.679 -4.554 0.392
C 0.595 4.435 -8.205
C 1.278 3.334 -9.062
N 1.887 2.279 -8.261
C 2.143 1.052 -8.998
C 2.775 -0.021 -8.122
C 2.991 2.823 -7.426
C 4.260 3.231 -8.227
H 0.021 4.063 -7.356
H -0.086 4.990 -8.849
H 1.273 5.188 -7.803
H 0.475 2.858 -9.624
H 1.945 3.767 -9.808
H 2.768 1.302 -9.855
H 1.159 0.776 -9.377
H 3.804 0.261 -7.901
H 2.802 -1.009 -8.581
H 2.279 -0.083 -7.153
H 2.574 3.611 -6.798
H 3.264 1.976 -6.797
H 5.087 3.539 -7.588
H 4.639 2.407 -8.832
H 4.082 4.081 -8.886
C -5.871 -0.113 5.011
C -6.021 1.305 4.429
N -6.253 2.343 5.458
C -6.558 3.643 4.894
C -7.131 4.600 5.924
C -5.256 2.380 6.532
C -3.841 2.528 5.979
H -6.691 -0.326 5.697
H -4.979 -0.238 5.626
H -5.853 -0.896 4.253
H -5.118 1.528 3.862
H -6.865 1.343 3.740
H -5.676 4.045 4.395
H -7.344 3.529 4.149
H -6.420 5.288 6.382
H -7.824 5.230 5.366
H -7.765 4.113 6.664
H -5.432 1.455 7.081
H -5.489 3.186 7.227
H -3.212 2.540 6.869
H -3.724 3.445 5.402
H -3.516 1.632 5.450
C 2.235 11.890 0.953
C 3.484 11.295 0.401
N 3.985 10.219 1.285
C 5.370 9.902 0.985
C 6.261 11.027 1.498
C 3.153 9.070 1.038
C 3.122 8.091 2.191
H 1.889 12.655 0.258
H 2.394 12.336 1.934
H 1.414 11.178 1.041
H 3.393 10.929 -0.621
H 4.155 12.152 0.352
H 5.592 9.003 1.559
H 5.608 9.644 -0.046
H 7.287 10.743 1.262
H 6.179 11.923 0.883
H 6.206 11.267 2.560
H 3.462 8.422 0.218
H 2.152 9.345 0.705
H 4.131 7.748 2.422
H 2.510 7.214 1.980
H 2.828 8.616 3.100
C -6.628 -2.807 -10.393
C -5.137 -2.501 -10.092
N -4.992 -1.744 -8.856
C -4.988 -0.285 -9.218
C -5.127 0.665 -7.933
C -3.835 -2.051 -8.034
C -4.079 -3.257 -7.185
H -7.128 -3.286 -9.552
H -6.715 -3.412 -11.296
H -7.140 -1.869 -10.613
H -4.684 -3.464 -9.857
H -4.598 -2.042 -10.921
H -4.057 -0.002 -9.707
H -5.815 -0.151 -9.916
H -5.342 1.673 -8.286
H -5.920 0.329 -7.265
H -4.175 0.737 -7.407
H -3.422 -1.298 -7.362
H -2.957 -2.165 -8.670
H -3.188 -3.603 -6.661
H -4.460 -4.136 -7.705
H -4.854 -3.072 -6.441
C 2.124 -8.414 5.818
C 2.163 -6.907 5.504
N 2.428 -6.549 4.138
C 2.446 -5.085 3.988
C 3.437 -4.396 4.981
C 1.535 -7.155 3.170
C 2.076 -7.162 1.761
H 1.224 -8.908 5.451
H 2.189 -8.610 6.888
H 3.026 -8.884 5.426
H 1.237 -6.383 5.741
H 2.932 -6.541 6.185
H 1.452 -4.640 4.030
H 2.821 -5.011 2.967
H 3.615 -3.356 4.707
H 4.393 -4.919 4.980
H 2.940 -4.372 5.951
H 1.426 -8.204 3.447
H 0.562 -6.664 3.149
H 1.969 -6.186 1.287
H 3.126 -7.450 1.697
H 1.495 -7.858 1.157
C -3.291 -14.809 -3.195
C -3.771 -13.520 -2.523
N -3.578 -12.320 -3.389
C -3.402 -11.088 -2.554
C -3.073 -9.845 -3.466
C -4.616 -12.224 -4.397
C -6.027 -11.788 -3.844
H -3.866 -15.017 -4.097
H -3.461 -15.664 -2.542
H -2.241 -14.694 -3.464
H -4.833 -13.593 -2.286
H -3.235 -13.546 -1.574
H -4.261 -10.854 -1.925
H -2.583 -11.215 -1.846
H -2.971 -8.931 -2.882
H -2.136 -9.962 -4.009
H -3.878 -9.648 -4.174
H -4.760 -13.143 -4.965
H -4.273 -11.522 -5.157
H -6.753 -11.577 -4.629
H -6.066 -10.782 -3.426
H -6.477 -12.411 -3.072

***

Entry 2:
15
Properties=species:S:1:pos:R:3 method="wB97M-V/def2-TZVPD" homo_ev=-8.487 e_lumo_ev=0.828 smiles=C#C[C@](C)(O)CO
C -0.592 -1.617 0.679
C -0.243 -0.461 -0.253
O -0.919 -0.743 -1.468
C -0.703 1.216 0.507
O -0.253 2.314 -0.172
C 1.134 -0.144 -0.416
C 2.204 0.401 -0.501
H -1.677 -1.780 0.734
H -0.207 -1.427 1.682
H -0.145 -2.548 0.304
H -0.680 -0.083 -2.132
H -0.339 1.182 1.532
H -1.512 0.647 0.146
H 0.715 2.339 -0.033
H 3.215 0.705 -0.612

***

Entry 3:
96
Properties=species:S:1:pos:R:3 method="wB97M-V/def2-TZVPD" homo_ev="-6.484 / -6.612" e_lumo_ev="2.123 / 2.133" spin_multiplicity=3 charge=-1
V 12.630 0.071 -21.188
B 14.682 -0.389 -20.234
H 15.719 -0.867 -19.910
H 14.432 -0.774 -21.298
H 13.847 -0.858 -19.581
H 14.640 0.766 -20.315
B 12.088 1.657 -19.568
H 11.486 0.672 -19.618
H 13.034 1.473 -18.883
H 12.513 1.946 -20.607
H 11.416 2.520 -19.114
B 11.682 -1.928 -21.174
H 11.132 -2.961 -20.998
H 11.112 -1.350 -22.006
H 11.652 -1.252 -20.237
H 12.802 -1.997 -21.444
B 13.000 0.873 -23.214
H 13.216 1.291 -24.295
H 13.807 1.162 -22.433
H 11.984 1.229 -22.792
H 13.000 -0.279 -23.127
C 13.891 -5.180 -20.909
C 13.893 -6.614 -20.317
C 13.867 -6.443 -18.790
S 14.869 -4.990 -18.457
O 16.206 -5.406 -18.098
O 14.176 -4.050 -17.609
C 14.950 -4.397 -20.159
H 12.904 -4.753 -20.717
H 14.044 -5.302 -21.979
H 14.855 -7.089 -20.528
H 13.039 -7.200 -20.642
H 14.288 -7.240 -18.181
H 12.863 -6.194 -18.439
H 15.966 -4.638 -20.469
H 14.750 -3.331 -20.258
C 19.603 3.246 -19.798
C 19.044 2.034 -20.597
C 17.633 1.778 -20.063
S 16.907 3.433 -20.003
O 15.932 3.519 -18.959
O 16.604 3.793 -21.375
C 18.470 4.251 -19.619
H 20.452 3.639 -20.354
H 19.944 2.881 -18.830
H 19.661 1.163 -20.371
H 18.995 2.213 -21.671
H 17.753 1.365 -19.059
H 16.923 1.194 -20.645
H 18.372 4.570 -18.577
H 18.599 5.193 -20.150
C 17.356 -1.797 -14.619
C 16.664 -2.457 -15.830
C 16.831 -1.506 -16.998
S 16.635 0.153 -16.274
O 15.369 0.735 -16.618
O 17.849 0.932 -16.471
C 16.646 -0.463 -14.541
H 18.441 -1.704 -14.604
H 17.133 -2.476 -13.789
H 15.598 -2.578 -15.648
H 17.149 -3.391 -16.115
H 16.237 -1.512 -17.912
H 17.849 -1.428 -17.398
H 15.578 -0.556 -14.325
H 17.008 0.299 -13.852
C 10.312 -2.082 -16.929
C 10.088 -2.138 -15.399
C 10.658 -0.857 -14.824
S 12.071 -0.392 -15.881
O 13.304 -0.835 -15.260
O 11.928 0.954 -16.379
C 11.745 -1.625 -17.158
H 9.644 -1.320 -17.349
H 10.047 -3.004 -17.443
H 10.493 -3.007 -14.884
H 9.001 -2.099 -15.307
H 11.041 -0.801 -13.805
H 9.956 -0.021 -14.876
H 12.384 -2.483 -16.943
H 12.043 -1.195 -18.112
C 18.177 -0.353 -23.624
C 16.867 -0.980 -24.100
C 16.411 -1.898 -22.968
S 17.933 -2.828 -22.592
O 17.998 -3.854 -23.607
O 18.099 -3.155 -21.202
C 19.055 -1.493 -23.109
H 17.918 0.315 -22.803
H 18.613 0.225 -24.436
H 16.914 -1.561 -25.028
H 16.039 -0.309 -24.349
H 15.626 -2.626 -23.148
H 16.216 -1.300 -22.078
H 19.773 -1.906 -23.812
H 19.559 -1.161 -22.200

***

Entry 4:
14
Properties=species:S:1:pos:R:3 method="wB97M-V/def2-TZVPD" homo_ev=-8.735 e_lumo_ev=-0.414
C 0.367 -1.183 0.182
C -0.900 -1.421 0.594
C -0.514 1.039 -0.051
C 0.541 0.178 -0.244
C 1.823 0.755 -0.747
P -1.961 0.028 0.483
S -3.556 0.153 -0.609
H 1.265 -1.797 0.359
H -1.230 -2.475 0.959
H -0.414 2.091 -0.341
H 2.708 0.836 -0.099
H 1.696 1.755 -1.242
H 2.205 0.035 -1.542
H -2.031 0.006 2.298

***

Entry 5:
74
Properties=species:S:1:pos:R:3 method="wB97M-V/def2-TZVPD" homo_ev="-7.438 / -7.566" e_lumo_ev="0.101 / -2.736" spin_multiplicity=6
Ir 14.138 -13.106 2.881
O 17.795 -14.982 0.813
C 18.699 -14.518 1.666
C 20.087 -14.692 1.363
C 21.110 -14.132 2.112
C 20.742 -13.336 3.181
C 19.410 -13.101 3.463
C 18.396 -13.829 2.830
C 16.984 -13.655 3.316
O 16.073 -14.284 2.615
N 16.790 -12.993 4.467
N 15.417 -12.830 4.710
C 15.066 -12.559 5.963
C 13.749 -12.499 6.477
C 13.596 -12.684 7.900
C 12.368 -12.973 8.439
C 11.275 -12.929 7.566
C 11.366 -12.674 6.230
C 12.650 -12.674 5.617
O 12.715 -12.491 4.310
H 16.927 -14.872 1.247
H 20.279 -15.418 0.594
H 22.082 -14.420 1.784
H 21.519 -12.864 3.755
H 19.073 -12.417 4.249
H 15.874 -12.389 6.712
H 14.481 -12.828 8.513
H 12.240 -13.252 9.473
H 10.262 -12.991 7.927
H 10.460 -12.628 5.725
C 15.962 -9.949 3.082
N 15.477 -11.074 2.233
C 15.894 -11.068 1.061
C 15.575 -12.075 0.049
C 15.939 -12.190 -1.302
C 15.317 -13.309 -1.782
C 14.580 -13.825 -0.624
N 14.758 -13.180 0.421
C 14.862 -9.455 4.077
C 13.585 -9.107 3.600
C 12.642 -8.694 4.524
C 12.953 -8.623 5.889
C 14.195 -8.965 6.327
C 15.225 -9.230 5.406
H 16.084 -9.055 2.417
H 16.895 -10.325 3.601
H 16.601 -10.222 0.717
H 16.376 -11.302 -1.751
H 15.469 -13.889 -2.801
H 13.982 -14.768 -0.535
H 13.331 -9.367 2.581
H 11.602 -8.488 4.166
H 12.061 -8.370 6.479
H 14.404 -8.956 7.406
H 16.263 -9.552 5.695
B 11.680 -14.906 1.284
N 12.300 -15.381 2.646
C 11.782 -16.157 3.586
C 12.750 -16.460 4.488
C 13.931 -15.917 3.969
N 13.611 -15.163 2.881
N 11.550 -13.349 1.209
C 10.599 -12.768 0.449
C 10.893 -11.389 0.462
C 12.028 -11.297 1.224
N 12.395 -12.494 1.678
H 10.566 -15.386 1.175
H 12.440 -15.551 0.410
H 10.774 -16.440 3.663
H 12.757 -17.070 5.363
H 14.941 -15.949 4.346
H 9.930 -13.402 -0.159
H 10.392 -10.678 -0.165
H 12.684 -10.476 1.345

***

Entry 6:
14
Properties=species:S:1:pos:R:3 method="wB97M-V/def2-TZVPD" homo_ev=-15.479 e_lumo_ev=-5.196 smiles="CC(=O)C(=[NH2+])NO" charge=+1
C -1.163 -0.177 -0.129
C 0.420 -0.223 -0.236
C -1.675 0.231 1.186
N 0.844 -0.407 -1.532
N 1.236 -0.027 0.803
O -1.701 -0.282 -1.172
O 2.090 -0.394 -1.965
H -1.370 1.152 1.630
H -1.270 -0.277 2.094
H -2.726 0.142 1.265
H -0.070 -0.552 -2.070
H 0.844 0.337 1.649
H 2.231 0.059 0.788
H 2.308 0.419 -2.311

***

Q: Which energy relative to the best compared isomer or geometry (same formula, charge and spin) values were calculated for the entries above? A: 568.29; 425.88; 76.11; 160.15; 48.40; 228.64, in kJ/mol.